C58H76BN9O2S3V | wB97M-V/def2-TZVPD

Geometry as XYZ:
```
150
Properties=species:S:1:pos:R:3:forces:R:3
V 0.02623 0.43704 0.29970 0.69 1.33 1.58
S -1.71497 1.81135 0.88862 0.23 -0.09 0.06
S 1.64938 -1.39076 -0.05826 -0.19 -0.11 -0.05
S 2.29232 0.22196 0.97368 0.47 0.35 0.00
O -1.83814 -0.88386 -3.28978 -0.06 0.08 0.13
O -1.57514 -1.19070 3.78015 0.01 0.04 0.04
N -0.27448 3.94068 -3.01568 -0.04 0.05 -0.13
N 0.00061 -0.21273 2.36259 -0.37 -0.13 0.23
N 0.53767 0.88166 -2.45228 0.09 0.11 -0.43
N -1.29044 -1.00815 0.30036 -1.14 -0.92 -0.39
N 3.38060 2.81824 -1.83903 -0.06 -0.10 0.20
N 0.34553 2.60478 -0.49227 -0.07 -0.60 0.33
N 2.67965 1.88602 -1.11459 0.01 -0.33 -0.05
N -0.59750 0.48469 -1.60831 -0.28 -0.10 -0.77
N 0.21739 0.92639 -4.97374 -0.09 -0.18 0.09
C -0.84013 2.81217 -3.74650 0.03 0.05 0.34
C -0.48249 -1.39093 -5.29502 -0.15 -0.01 0.07
C 4.62497 1.34450 0.20493 0.18 -0.07 0.06
C 1.23694 1.32417 3.86876 -0.05 0.18 -0.05
C 0.87293 0.02725 3.48608 -0.02 -0.20 -0.17
C -2.26047 2.45323 -3.32039 0.05 -0.04 0.02
C -1.14358 7.55386 -3.13442 0.02 0.01 0.03
C -3.47494 -2.63163 0.26448 0.01 0.00 0.01
C 1.87655 3.55162 2.82517 0.00 0.02 0.03
C -0.77941 6.02787 -5.05043 0.02 -0.07 0.01
C 2.84723 -2.09454 -3.59360 0.01 0.01 -0.04
C 0.01546 -1.22204 -8.07571 0.02 -0.04 -0.02
C -0.01427 -0.21582 -5.73599 0.20 0.17 -0.04
C -0.72632 1.12363 -7.70664 0.02 -0.02 -0.01
C 1.69379 0.49648 -7.46768 0.05 -0.04 0.02
C -1.80797 -1.38173 -0.87456 0.21 0.18 -0.03
C -1.62382 4.17076 -0.33025 -0.26 0.16 -0.18
C -1.11860 -0.90927 2.68126 0.26 0.13 -0.10
C 1.29108 1.84785 -4.74286 0.08 -0.17 -0.10
C -1.08244 -0.77359 -2.05071 0.41 -0.33 -0.07
C 2.34056 -0.67357 -3.43902 -0.03 0.00 -0.10
C -1.35441 -3.22593 -3.88549 -0.04 -0.08 0.02
C 0.45808 -3.35411 4.73992 0.03 0.04 0.01
C 0.08664 -1.43054 -2.74934 -0.24 0.12 -0.26
C -0.84960 -1.79832 -3.90908 0.18 0.10 0.04
C 2.71590 1.47642 -4.52991 -0.20 0.18 -0.07
C 1.42205 -1.08294 4.15558 -0.03 -0.14 -0.02
C -0.92929 3.02373 -0.11803 0.13 0.01 -0.15
C 0.15922 1.63343 -3.75349 -0.23 -0.21 0.13
C 4.42571 4.81300 -3.30397 0.00 -0.04 0.04
C -0.41738 3.21161 3.83634 0.01 -0.02 -0.01
C -2.99832 6.10892 -3.97388 0.01 -0.01 -0.04
C -2.92107 -2.18818 -0.93384 -0.11 -0.12 0.04
C 3.19082 0.37962 -3.95033 0.14 -0.11 0.11
C -1.11112 5.05429 -2.67525 0.12 -0.24 -0.26
C 5.37532 4.04514 -2.38322 0.01 0.04 0.03
C 4.64052 2.97610 -1.58225 0.26 0.00 0.09
C 5.34056 2.22300 -0.59244 -0.01 0.10 -0.11
C 0.24507 0.03171 -7.23147 0.04 0.07 0.05
C 6.01157 5.04308 -1.40397 0.04 0.03 0.00
C -1.58860 5.13414 -1.43558 -0.01 0.10 0.37
C 0.75625 2.54976 3.11218 0.10 -0.03 0.21
C 6.46743 3.37498 -3.22668 -0.02 -0.03 -0.06
C -2.82897 4.43397 0.57055 -0.04 -0.05 -0.20
C 3.27853 1.20273 -0.06742 -0.15 0.07 -0.01
C 2.55390 0.41232 5.68564 -0.07 0.02 -0.07
C 3.09080 -2.46218 -5.06144 0.01 0.02 0.05
C 5.29250 0.57352 1.31711 -0.11 0.05 -0.08
C -2.91161 -2.25416 1.47486 -0.19 -0.16 -0.06
C 4.12298 -2.29276 -2.76481 0.01 -0.02 0.01
C -1.81158 -1.42502 1.45416 0.09 0.25 -0.25
C -1.48327 6.16324 -3.69462 -0.10 -0.04 -0.02
C 1.10660 4.32060 -3.28518 -0.32 0.12 0.04
C 1.12270 -0.45533 -2.90743 0.07 0.11 0.31
C 1.20324 -2.51885 3.69286 0.12 -0.01 0.16
C 2.53827 -3.18138 3.32934 0.00 0.04 -0.02
C 2.06613 1.49544 4.97338 0.06 -0.01 0.03
C 2.24101 -0.86730 5.25924 -0.01 -0.02 0.01
B 1.18038 1.89386 -1.27680 0.08 0.30 -0.35
H 0.61206 -2.50062 2.78136 -0.05 0.00 -0.08
H -4.35527 -3.26257 0.24822 0.03 0.03 0.00
H -3.26084 5.19922 -4.52209 -0.01 0.07 0.04
H -0.57035 2.05701 -7.16270 0.00 -0.02 -0.01
H 4.99832 5.53730 -3.88835 -0.02 -0.02 0.02
H 0.38509 2.21710 2.15042 0.00 -0.01 -0.03
H 1.86506 1.51346 -7.11163 -0.01 -0.09 -0.05
H 0.67727 -2.04135 -7.77725 -0.06 0.07 -0.03
H -2.29966 -3.29582 -4.43054 0.07 0.00 0.00
H 4.45167 -3.33240 -2.83726 -0.01 0.05 0.00
H 0.26695 6.32719 -5.00139 0.02 -0.03 0.01
H 6.78616 4.57884 -0.78940 -0.05 0.03 -0.03
H -0.83714 5.01177 -5.44892 0.02 0.07 0.03
H 2.20962 -2.25316 -5.67028 0.00 -0.02 0.01
H -2.99811 5.51161 0.63189 0.00 -0.05 0.01
H 0.22943 -0.98338 -9.11984 -0.01 -0.02 0.04
H 7.02070 4.13309 -3.78730 -0.02 -0.05 0.02
H -0.77124 4.08742 3.28186 0.03 -0.07 0.04
H 1.31418 4.60054 -4.32547 -0.04 0.06 -0.05
H -2.68730 4.06211 1.58406 0.03 0.00 -0.02
H 3.94810 -2.05892 -1.71317 0.01 0.00 -0.05
H 3.42076 2.18777 -4.94644 -0.03 0.02 0.05
H 6.02370 2.67572 -3.94313 0.05 0.04 0.04
H 1.05756 -3.45315 5.65003 -0.02 -0.01 -0.04
H 1.81277 3.54492 -3.00604 -0.08 0.09 -0.03
H 3.66939 5.35031 -2.72787 0.07 -0.04 -0.04
H -3.30886 -2.55661 2.43412 0.01 0.00 -0.03
H 2.40920 -0.16656 -6.97145 -0.06 0.06 -0.07
H 3.17918 0.56310 6.55751 0.00 0.00 -0.04
H 3.16049 -3.32884 4.21616 -0.01 0.01 -0.04
H 2.75394 3.05545 2.39658 -0.04 0.04 0.02
H -0.11174 3.53173 4.83758 -0.03 0.01 -0.05
H -0.49147 -2.88835 5.00185 0.05 -0.03 -0.02
H 2.19408 4.08243 3.72824 0.00 -0.04 -0.06
H 6.47019 5.86552 -1.96150 -0.02 -0.07 0.05
H -1.27379 6.68980 -5.76644 0.04 -0.02 0.02
H 1.90881 0.48704 -8.53887 -0.03 0.01 0.03
H -1.24942 2.51082 3.94201 0.05 0.05 0.00
H -0.62190 -3.87749 -4.36846 -0.04 0.01 0.04
H -3.57362 6.12532 -3.04735 0.00 0.01 -0.03
H -3.75282 3.98257 0.18219 0.11 0.04 0.02
H 1.33863 5.17974 -2.65430 -0.02 -0.02 -0.01
H 3.90624 4.14357 -3.99060 0.03 0.05 0.01
H -1.23960 8.30929 -3.92172 -0.02 -0.05 0.06
H -0.67509 -2.14674 -6.04368 0.00 0.05 0.05
H 3.09967 -2.56931 2.61756 -0.04 -0.04 0.02
H 2.36437 -4.16106 2.87336 0.01 0.06 0.05
H 4.26541 0.22094 -3.94240 -0.07 0.02 0.03
H 2.33317 2.50127 5.27925 -0.02 -0.04 0.00
H -3.30067 6.96690 -4.58504 0.03 -0.07 0.04
H 2.64701 -1.72185 5.79269 -0.03 0.06 -0.05
H -1.50256 -3.57457 -2.86395 -0.01 -0.01 -0.03
H -2.94504 3.24670 -3.62070 0.03 -0.03 0.01
H 1.19658 2.77333 -5.30139 0.02 0.04 -0.05
H 4.93858 -1.66221 -3.13155 -0.05 -0.07 0.02
H 6.34075 0.85762 1.39163 -0.01 0.01 -0.01
H 5.25329 5.46202 -0.73750 0.04 0.00 -0.03
H -2.21984 6.00004 -1.24510 0.11 -0.03 0.05
H 2.08157 -2.75940 -3.18552 -0.03 -0.01 0.00
H -2.34749 2.30901 -2.24726 0.04 -0.01 0.05
H 4.81155 0.76198 2.28007 0.02 0.01 -0.05
H -1.01999 -1.56614 -8.02042 0.07 0.01 0.00
H -2.55662 1.52888 -3.82053 0.01 0.04 0.01
H -3.35070 -2.43248 -1.89440 0.01 -0.02 0.03
H -0.57676 1.31712 -8.77272 -0.01 -0.01 0.06
H 5.23671 -0.50250 1.13366 0.00 0.05 0.00
H -1.81259 7.83789 -2.31935 0.06 -0.03 -0.02
H 7.18003 2.82210 -2.61046 -0.04 0.03 -0.02
H -0.11907 7.57901 -2.75494 -0.03 0.02 -0.04
H -1.76161 0.80893 -7.55311 0.04 0.02 -0.02
H 3.93321 -1.89568 -5.47143 -0.06 -0.02 0.01
H 0.26448 -4.36061 4.35606 0.02 0.05 0.03
H 6.39963 2.37082 -0.42969 -0.06 0.01 -0.02
H -0.90626 3.02501 -4.82373 0.08 -0.02 -0.18
H 3.32787 -3.52556 -5.14894 0.02 0.06 0.01
H 1.52604 4.29596 2.10495 0.02 -0.03 0.04
```
Forces are in eV/Å.

Properties
- Orbital gap (alpha / beta): 5.445 / 5.269 eV
- Net charge: 0
- Spin multiplicity: 4
- ⟨S²⟩: 3.85

Löwdin atomic charge list, values in e, 2 entries: 0.455 0.856



C21H14CdClF4N4O5 | wB97M-V/def2-TZVPD

Geometry as XYZ:
```
50
Properties=species:S:1:pos:R:3:forces:R:3
Cd 1.75965 -1.47006 0.06095 -0.49 0.30 -0.05
Cl 3.81323 -1.58925 -1.97937 -0.15 0.01 0.22
F -5.26421 2.22616 -1.67295 -0.04 0.03 0.01
F -0.42334 -0.16073 -1.95666 0.05 -0.01 -0.01
F -4.85017 0.07119 -0.28035 -0.06 -0.02 0.05
F -0.83964 1.99044 -3.34642 0.04 0.02 -0.03
O 4.70846 -2.38298 -1.18966 0.11 -0.04 -0.01
O 4.37757 -1.23355 -3.22849 -0.01 0.05 -0.13
O 0.70202 -0.14574 1.27887 0.12 -0.22 -0.06
O 2.54908 -2.31398 -2.14462 0.07 -0.04 0.10
O 3.45145 -0.37977 -1.20837 0.12 -0.09 0.04
N -3.91815 -2.15890 1.65427 -0.01 -0.10 -0.03
N -0.19735 -2.65166 -0.37805 0.08 -0.09 0.01
N -5.46538 4.79780 -3.34627 0.00 0.00 0.00
N -1.62151 4.46975 -4.99036 0.01 0.02 0.02
C -2.60592 -0.16329 -1.01149 0.00 0.07 -0.05
C 2.69813 -3.76832 1.27958 0.03 0.12 -0.05
C -1.62995 0.41138 -1.86352 -0.05 0.01 -0.01
C -4.51471 4.14648 -3.32145 -0.07 0.04 0.01
C 1.06532 1.16678 1.60508 0.01 0.01 -0.08
C 0.71171 2.10137 0.44409 -0.01 -0.03 -0.03
C -2.33806 3.96946 -4.23898 0.05 -0.01 -0.08
C -3.07389 2.25015 -2.59111 0.01 -0.09 0.06
C 2.56319 1.26308 1.90471 0.06 -0.01 0.04
C -4.05478 1.66660 -1.74602 0.06 -0.01 -0.02
C 0.26368 1.56031 2.84752 -0.01 0.04 0.00
C -1.18113 -2.04392 -0.30520 0.16 0.10 -0.07
C 1.46983 -4.37434 1.79597 0.02 0.04 -0.01
C -1.84500 1.53809 -2.59798 -0.03 -0.01 0.02
C -3.83589 0.53934 -1.01275 0.05 0.02 -0.02
C 0.96883 -3.56968 2.79382 -0.10 0.04 0.07
C -3.25544 -1.77593 0.79245 -0.05 0.14 0.09
C -3.29916 3.41059 -3.35361 0.00 -0.01 0.04
C 1.82202 -2.46277 2.93139 -0.03 -0.07 -0.03
C -2.37421 -1.31529 -0.22379 -0.05 -0.10 0.04
C 2.90898 -2.59947 1.96972 0.18 -0.08 0.00
H 2.81925 0.60595 2.74095 -0.01 -0.01 0.00
H 0.44330 2.59836 3.13904 0.01 0.00 -0.01
H -0.80082 1.43075 2.64781 -0.01 0.00 0.00
H 3.14596 0.95547 1.03179 0.00 0.01 -0.02
H 3.79000 -1.97429 1.91934 -0.02 0.01 -0.03
H 1.69149 -1.62748 3.59958 -0.02 0.00 0.02
H 3.34271 -4.18323 0.51876 -0.01 0.01 -0.01
H 0.53060 0.91435 3.68661 0.00 -0.02 0.00
H 0.04475 -3.71554 3.32932 0.01 -0.01 0.01
H 2.87113 2.27857 2.16734 -0.04 0.00 0.00
H 0.92609 3.14894 0.67012 0.01 0.00 0.03
H 1.02518 -5.27831 1.41095 -0.01 -0.01 0.01
H 1.27749 1.82222 -0.44818 0.01 -0.02 -0.01
H -0.35240 2.00492 0.21562 0.00 0.02 0.02
```
Forces are in eV/Å.

Properties
- Orbital gap (alpha / beta): 5.737 / 4.831 eV
- Net charge: -1
- Relative energy (zero: lowest compared OMol25 entry of this formula, charge and spin): 23.9 kcal per mole
- Spin multiplicity: 1

Löwdin atomic charge list, values in e, 2 entries: 1.434 0.641



C20H24N2O3P2Pd | wB97M-V/def2-TZVPD

Geometry as XYZ:
```
52
Properties=species:S:1:pos:R:3:forces:R:3
Pd -1.83371 1.36091 1.12720 -0.17 -1.67 -1.81
P 0.78209 0.34179 2.12470 0.56 0.34 0.60
P 0.06922 1.98915 -0.93784 0.27 1.22 -1.55
O -1.86616 4.01335 2.55979 0.60 -3.46 -2.02
O -3.51529 -0.02033 1.79218 -1.27 0.30 -1.61
O -3.60440 0.75046 -0.21060 -0.98 -0.94 1.62
N -4.11327 0.01306 0.68094 2.19 0.94 0.26
N 1.42181 -1.57416 -1.28324 -0.18 2.04 0.91
C -0.97469 -2.96385 -1.33628 -1.32 -1.58 -0.38
C -1.77182 3.00883 1.99263 -1.15 4.82 2.83
C 1.70703 -3.13624 1.94258 -1.34 -1.10 1.13
C 1.02362 3.40646 -0.32298 0.09 -0.08 0.60
C -1.16559 2.78331 -1.99308 -0.66 -0.30 0.24
C -0.14257 -3.10142 -0.22038 1.38 -0.15 1.56
C -1.24083 -0.65477 -4.29394 1.09 1.03 -0.66
C -0.11598 0.17003 -4.06008 -1.68 -0.07 -0.52
C 1.01497 -2.24056 -0.18546 -0.26 -0.53 1.37
C 0.66804 -4.09387 1.86051 1.27 0.22 0.61
C 1.25239 1.22071 -2.18309 0.08 -1.54 -0.05
C -0.31840 -3.98751 0.88852 -0.51 0.47 -1.40
C 0.45121 -1.18252 -2.13817 -0.84 0.54 -0.90
C 0.56522 0.06150 -2.85707 0.45 -1.32 0.96
C -1.63521 -1.59907 -3.35366 0.36 -1.01 1.11
C 2.18369 -0.67819 1.44428 -0.13 -0.91 -1.14
C 0.02847 -0.58949 3.45402 -0.74 -0.24 -0.04
C 1.69148 -2.05743 1.07439 -0.35 0.23 -1.68
C -0.75436 -1.95853 -2.28620 0.19 1.59 -1.36
C 1.49986 1.79813 2.88006 0.15 0.36 0.14
H 0.78582 -0.87937 4.19335 -0.01 0.15 -0.22
H -1.78810 -0.52502 -5.23271 0.07 -0.07 0.47
H -0.44728 -1.49449 3.06693 0.09 0.01 0.01
H 0.16570 0.95206 -4.76761 -0.27 -0.13 0.17
H -1.81069 -3.66854 -1.47300 0.28 0.56 0.19
H 0.64566 -4.91478 2.58818 -0.06 0.42 -0.34
H 2.59077 -0.19037 0.55559 0.05 0.19 0.06
H -0.74614 0.01561 3.93610 0.15 -0.02 0.01
H 0.70796 2.53161 3.07547 0.24 -0.15 0.13
H -1.77094 2.01368 -2.48155 0.04 0.13 -0.03
H 2.13420 0.85581 -1.64168 -0.07 0.19 -0.05
H 2.44572 -3.19810 2.74434 -0.31 0.09 -0.08
H 2.02537 3.08643 -0.01258 -0.17 0.13 -0.07
H 2.23694 2.25575 2.21291 -0.04 -0.08 0.18
H -0.24172 1.29019 1.19845 2.00 -1.44 0.46
H 1.11319 4.15816 -1.11581 -0.02 -0.16 0.12
H -1.21155 -4.61732 0.89510 0.42 0.00 0.06
H 1.97064 1.51229 3.82427 0.07 0.15 -0.08
H 1.53042 1.97588 -2.92603 -0.13 0.31 0.36
H 0.50989 3.84996 0.53897 0.18 0.09 -0.21
H -2.58505 -2.13422 -3.44839 0.41 0.11 -0.14
H -0.69001 3.41849 -2.74893 0.03 -0.13 0.17
H -1.83019 3.38042 -1.35906 0.08 0.03 -0.20
H 2.95255 -0.75386 2.21795 -0.14 0.40 0.24
```
Forces are in eV/Å.

Properties
- Orbital gap (alpha / beta): 4.764 / 3.451 eV
- Net charge: +2
- Spin multiplicity: 5
- ⟨S²⟩: 6.06

Löwdin atomic charge list, values in e, 2 entries: 0.715 0.947



C21H23N3O2 | wB97M-V/def2-TZVPD

Geometry as XYZ:
```
49
Properties=species:S:1:pos:R:3:forces:R:3
O 1.69564 1.60685 -1.00695 0.26 0.15 0.20
O 1.33125 -1.77412 1.00359 -0.34 -0.30 0.18
N -2.35732 0.38260 -0.06423 -0.18 0.02 -0.03
N 0.49038 -0.26240 -1.37539 0.21 -0.39 -0.04
N -1.90829 3.17204 5.89404 0.06 0.29 0.20
C 2.23774 -1.14369 0.12669 0.30 0.04 -0.42
C -0.67448 1.86693 -1.11698 0.13 0.12 0.18
C 4.78931 0.33706 -3.05099 0.10 0.01 0.03
C -2.22797 -1.27418 4.14328 0.01 -0.08 0.00
C -2.00059 -0.16828 4.93909 -0.02 0.15 -0.03
C 3.93846 -0.07795 -2.04071 -0.07 -0.13 -0.05
C -2.71822 -1.12143 2.85692 -0.02 0.12 0.06
C -2.76452 1.25262 3.13599 0.02 -0.11 0.13
C 2.69628 -0.61231 -2.34869 0.08 -0.20 -0.18
C 2.32327 -0.71551 -3.68493 0.08 -0.02 0.11
C -2.27729 1.10143 4.43334 -0.11 -0.74 -0.50
C 0.61573 1.07069 -1.16486 -0.39 0.37 -0.21
C -1.60666 -0.85357 -0.17523 0.00 -0.08 -0.24
C 3.17189 -0.29897 -4.69325 -0.05 0.00 -0.10
C 1.69787 -1.08778 -1.31195 0.26 0.25 0.31
C 4.41255 0.22713 -4.37755 0.05 0.04 -0.05
C -1.50829 1.54433 0.12790 -0.04 0.07 -0.20
C -0.80200 -0.89816 -1.48051 -0.39 -0.09 0.29
C -2.06982 2.24453 5.23993 0.08 0.45 0.33
C -2.98539 0.14135 2.33616 -0.05 -0.03 0.03
C -3.44260 0.30710 0.90598 0.02 0.01 -0.05
H -2.02416 -2.26255 4.52710 0.02 -0.07 0.04
H -1.61911 -0.27467 5.94352 0.01 0.00 0.05
H 1.35283 -1.12225 -3.93568 -0.11 -0.04 -0.02
H 4.24234 0.03973 -1.01417 0.03 0.05 0.15
H 2.86413 -0.38492 -5.72524 -0.02 -0.01 -0.08
H 5.07882 0.55492 -5.16173 0.06 0.03 -0.06
H 2.37068 -0.13137 0.50874 0.10 -0.10 -0.08
H 5.75146 0.75651 -2.79686 0.08 0.04 0.02
H -4.07787 -0.53579 0.61892 -0.02 0.07 0.05
H -2.32840 -1.67413 -0.19409 -0.01 -0.02 0.03
H -0.64166 -1.94133 -1.76037 0.03 0.12 -0.01
H -0.37994 2.91667 -1.07925 0.06 -0.12 -0.05
H -2.97602 2.24506 2.76420 -0.02 0.07 -0.03
H -2.16542 2.39517 0.32405 0.06 -0.02 0.05
H -0.91572 -1.00838 0.66946 -0.10 -0.07 -0.12
H -2.90425 -1.99687 2.25208 -0.02 -0.08 -0.08
H 1.24656 -2.70109 0.75191 0.05 0.06 0.06
H -0.83199 1.42816 0.99220 -0.07 0.08 0.00
H 3.20281 -1.66602 0.13279 -0.04 0.11 -0.01
H -4.02952 1.22467 0.80833 -0.03 -0.07 0.04
H -1.27524 1.70565 -2.01221 -0.05 0.02 -0.01
H 1.39442 -2.10672 -1.59156 0.02 0.17 0.06
H -1.39167 -0.42676 -2.27287 -0.01 -0.14 0.03
```
Forces are in eV/Å.

Properties
- Orbital gap: 9.238 eV
- Structure (SMILES): N#Cc1cccc(CN2CCC(=O)N([C@H](CO)c3ccccc3)CC2)c1
- Net charge: 0
- Relative energy (zero: lowest compared OMol25 entry of this formula, charge and spin): 40.3 kcal per mole
- Spin multiplicity: 1

Löwdin atomic charge list, values in e, 2 entries: 0.080 -0.055



What did we get for total energy? Answer: -137751.8978; -66149.6846; -52285.1565; -30715.4666 eV, in the order shown.